P.
C3H7NO3 | ωB97M-V with the def2-TZVPD basis set

```
! wB97M-V def2-TZVPD RIJCOSX def2/J DEFGRID3
* xyz 0 1
C -1.507 -1.347 0.069
C -1.699 0.103 0.473
O -2.724 0.640 0.760
O -0.487 0.756 0.485
N 0.828 0.205 0.054
C 1.987 1.106 0.329
O 0.692 0.189 -1.382
H -1.341 -1.920 0.890
H -0.785 -1.270 -0.784
H -2.445 -1.785 -0.407
H 2.630 0.676 1.042
H 1.503 2.037 0.699
H 2.491 1.317 -0.601
H 0.855 -0.705 -1.626
*
```

frontier orbital gap = 10.61 eV
lowest unoccupied orbital energy = 0.70 eV
structure (SMILES) = CC(=O)ON(C)O


Q.
C3H7NO3 | ωB97M-V with the def2-TZVPD basis set

```
! wB97M-V def2-TZVPD RIJCOSX def2/J DEFGRID3
* xyz 0 1
C 0.766 -0.264 2.836
C -0.179 0.452 1.899
O -0.161 1.651 1.761
N -1.073 -0.344 1.174
C -0.827 -1.676 0.846
O -1.649 -2.367 0.312
H 0.315 -1.184 3.207
H 1.692 -0.402 2.277
H 1.001 0.271 3.749
H -1.714 0.203 0.635
H 0.194 -1.973 1.104
O 0.407 1.638 -6.851
H 0.904 2.413 -7.037
H 0.325 1.582 -5.910
*
```

frontier orbital gap = 11.13 eV
lowest unoccupied orbital energy = 0.63 eV
structure (SMILES) = CC(=O)NC=O.O


It turns out Q is the most stable, with the second structure 393.0 kJ/mol higher.


P.
C4H8NOP | ωB97M-V with the def2-TZVPD basis set

```
! wB97M-V def2-TZVPD RIJCOSX def2/J DEFGRID3
* xyz 0 1
C 1.973 2.012 0.702
C 0.208 -1.207 0.478
C -1.142 -1.839 0.126
C -0.984 0.751 -1.046
N 0.507 0.039 0.018
O 0.990 -1.829 1.157
P 2.060 0.661 -0.196
H 2.885 2.761 0.960
H 1.047 2.085 1.350
H -1.259 -2.838 0.620
H -1.111 -2.011 -1.048
H -1.956 -1.131 0.367
H -0.934 0.019 -1.741
H -1.779 0.823 -0.486
H -0.504 1.705 -1.262
*
```

frontier orbital gap = 8.89 eV
lowest unoccupied orbital energy = -0.13 eV


Q.
C4H8NOP | ωB97M-V with the def2-TZVPD basis set

```
! wB97M-V def2-TZVPD RIJCOSX def2/J DEFGRID3
* xyz 0 1
C -0.425 0.616 -1.898
C -0.170 -0.836 -1.738
C -0.313 0.828 1.153
C 0.453 0.791 2.440
N -0.246 1.648 -1.140
O 0.404 1.430 0.153
P -0.195 -1.232 0.097
H -0.859 1.076 -2.763
H 0.844 -1.194 -2.116
H -0.796 -1.233 -2.417
H 0.364 1.772 2.892
H 1.572 0.604 2.463
H 0.023 0.077 3.124
H -1.326 -1.996 -0.109
H 0.668 -2.351 -0.141
*
```

frontier orbital gap = 8.30 eV
lowest unoccupied orbital energy = 0.76 eV


It turns out P is the most stable, with the second structure 292.5 kJ/mol higher.